No. 1
{
  "formula": "C16H14BF5FeN6S",
  "method": "wB97M-V/def2-TZVPD",
  "symbols": ["H", "N", "B", "N", "C", "Fe", "H", "C", "H", "C", "H", "C", "H", "H", "H", "N", "N", "N", "N", "C", "C", "H", "H", "C", "C", "C", "C", "H", "H", "H", "H", "H", "F", "C", "C", "F", "C", "F", "C", "S", "C", "F", "C", "F"],
  "coordinates": [[1.27482, 3.67657, 0.00249], [1.09988, 1.97389, -1.28219], [0.19024, 0.50984, -3.24551], [0.65240, 1.84511, -2.59965], [0.67571, 3.05710, -3.18166], [2.04110, 0.73756, -0.25907], [0.52393, 3.14243, -4.24279], [0.98223, 4.01794, -2.20711], [1.07842, 5.06875, -2.37406], [1.15983, 3.31601, -1.00902], [0.13547, 0.57420, -4.43638], [-2.08071, -2.73304, 2.10295], [-1.94437, -3.54509, 2.81504], [-1.10860, -2.38268, 1.76349], [-2.65599, -3.08371, 1.24854], [-1.23776, 0.09930, -2.69785], [1.23250, -0.53763, -2.76331], [-1.35887, -0.00925, -1.32361], [1.72784, -0.61224, -1.46258], [-2.43574, -0.20398, -3.28040], [1.78105, -1.52925, -3.48418], [-2.58800, -0.18060, -4.35520], [1.65638, -1.55604, -4.55641], [-3.34088, -0.51546, -2.26492], [2.51540, -2.35665, -2.63004], [-2.60411, -0.38139, -1.05010], [2.40078, -1.80311, -1.35539], [-4.37084, -0.80241, -2.34156], [3.06783, -3.23041, -2.91806], [-2.94989, -0.54058, -0.03554], [2.70473, -2.18930, -0.39233], [-2.59397, -1.93556, 2.57261], [-1.02204, -0.01175, 6.67732], [-0.40452, 0.05769, 5.48048], [-0.35142, 1.26157, 4.77674], [-0.98982, 2.33414, 5.28849], [0.39193, 1.37258, 3.59997], [0.31358, 2.53840, 2.91173], [1.19325, 0.30948, 3.11508], [2.47365, 0.57518, 1.96946], [0.96670, -0.94040, 3.74801], [1.46597, -2.08177, 3.20815], [0.21516, -1.05704, 4.91791], [0.11675, -2.24840, 5.55049]],
  "forces_ev_per_angstrom": [[0.4, -0.1, -0.1], [-2.4, 3.1, -1.4], [-0.9, -0.4, 1.0], [1.3, 1.0, 0.7], [0.1, -0.3, 1.3], [0.1, 0.2, 3.0], [-0.3, 0.1, 0.0], [-0.2, -0.4, 0.0], [-0.1, 0.3, 0.0], [0.0, -0.9, -1.9], [0.2, 0.1, -0.1], [0.5, -0.8, -0.4], [0.0, 0.0, 0.0], [0.0, 0.0, 0.0], [0.0, 0.0, 0.0], [-0.1, 0.0, 1.2], [1.7, -0.4, 0.5], [0.2, 0.0, -0.4], [-0.8, -3.9, -2.1], [-0.2, -0.1, 0.7], [-0.1, 0.2, 0.9], [0.2, 0.0, 0.3], [-0.2, -0.2, 0.1], [0.9, 0.2, 0.1], [-0.2, -0.1, 0.0], [0.3, 0.2, -1.7], [-0.5, 1.1, -1.6], [-0.2, 0.0, -0.2], [0.0, -0.2, 0.0], [0.2, 0.1, -0.1], [0.3, 0.3, -0.1], [-0.6, 0.8, 0.5], [0.3, 0.0, -0.9], [0.2, 0.1, -0.2], [-0.1, 0.2, 0.2], [0.2, -0.4, -0.4], [0.1, -0.3, -0.1], [0.4, -0.6, 0.6], [-1.5, -0.2, 0.8], [0.6, 0.0, -0.4], [0.1, 0.2, -0.4], [0.0, 0.9, 0.5], [0.0, -0.3, 0.3], [0.1, 0.6, -0.4]],
  "mulliken_spin": [0.007, -0.068, -0.027, 0.046, 0.025, 3.810, 0.001, 0.009, 0.001, 0.058, 0.000, 0.000, 0.000, 0.000, 0.000, 0.000, 0.051, 0.005, -0.077, -0.001, 0.027, 0.000, 0.001, 0.000, 0.010, 0.002, 0.058, 0.000, 0.001, 0.000, 0.010, 0.000, 0.000, 0.007, -0.002, 0.000, -0.003, -0.003, -0.008, 0.060, 0.002, 0.000, -0.002, 0.000],
  "multiplicity": 5,
  "orbital_gap_ha": [0.3068, 0.2899],
  "energy_ha": -3132.7109,
  "e_above_lowest_ev": 0.000,
  "e_homo_ha": [-0.312, -0.320]
}

---

No. 2
{
  "formula": "C16H14BrFPd",
  "method": "wB97M-V/def2-TZVPD",
  "symbols": ["C", "C", "C", "H", "C", "C", "H", "H", "H", "H", "Pd", "Br", "C", "C", "C", "H", "C", "C", "H", "H", "H", "H", "F", "C", "C", "C", "C", "C", "C", "H", "H", "H", "H"],
  "coordinates": [[-0.85223, -1.19161, -2.83820], [-0.78557, -2.14045, -1.79176], [-1.52165, -1.59619, -0.65804], [-0.29039, -3.10940, -1.81098], [-1.95307, -0.24541, -1.02884], [-1.50647, -0.01678, -2.37571], [-1.67021, 0.90602, -2.93331], [-0.48502, -1.36190, -3.84759], [-1.78321, -2.11629, 0.25965], [-2.58920, 0.38862, -0.41007], [0.10222, -0.35730, -0.20484], [1.52729, -2.54303, 0.15913], [2.26236, 0.59078, -0.50334], [1.40860, 1.40641, -1.34111], [1.38877, 0.78923, -2.64572], [0.96106, 2.36706, -1.05277], [2.12184, -0.40971, -2.59386], [2.65744, -0.58496, -1.28170], [3.38267, -1.34744, -0.97245], [2.71915, 0.88565, 0.43602], [0.90489, 1.21771, -3.52297], [2.26021, -1.12140, -3.39741], [-1.15347, 1.53209, 5.51620], [-0.93103, 1.17306, 4.19624], [0.27532, 1.54127, 3.59482], [0.48052, 1.16387, 2.24625], [-0.44972, 0.37442, 1.61506], [-1.67231, 0.05737, 2.18092], [-1.91785, 0.45490, 3.52403], [1.02532, 2.10040, 4.15689], [1.36263, 1.47984, 1.69468], [-2.43291, -0.46561, 1.60495], [-2.84600, 0.17877, 4.02583]],
  "forces_ev_per_angstrom": [[-0.6, -0.2, 0.1], [-1.3, 0.6, -0.3], [-0.8, 0.5, -0.8], [-0.2, 0.4, 0.0], [-0.4, -1.3, -0.7], [-0.9, -0.8, 0.4], [0.2, -0.3, 0.2], [0.3, 0.3, 0.3], [0.0, 0.0, -0.3], [0.3, -0.1, -0.4], [1.2, -0.1, 0.0], [-0.3, -1.9, 1.7], [0.2, -1.0, -1.3], [1.0, -0.3, -1.2], [0.3, 1.1, 0.9], [0.2, -0.5, -0.2], [1.1, 0.2, 1.1], [1.0, 2.6, -1.3], [-0.6, 0.7, -0.3], [-0.2, -0.2, 0.0], [-0.2, -0.3, 0.3], [-0.1, 0.0, -0.1], [0.0, -0.1, -0.2], [0.2, -0.2, -0.5], [-0.3, -0.1, -0.4], [-0.2, 0.5, 2.0], [-0.3, -0.1, -1.2], [0.3, 0.8, 1.9], [0.1, -0.2, -0.6], [-0.2, 0.0, 0.0], [0.0, -0.1, 0.4], [0.1, -0.1, 0.3], [0.2, 0.2, 0.0]],
  "mulliken_spin": [0.026, 0.258, 0.001, 0.004, 0.002, 0.199, 0.007, 0.014, -0.012, -0.014, 1.007, 0.143, 0.004, 0.079, -0.018, -0.005, 0.032, 0.005, 0.004, -0.006, 0.003, 0.007, -0.006, -0.038, 0.035, -0.035, 0.308, -0.060, 0.023, 0.005, 0.011, 0.010, 0.006],
  "charge": -2,
  "multiplicity": 3,
  "orbital_gap_ha": [0.1625, 0.1678],
  "energy_ha": -3419.6911,
  "e_above_lowest_ev": 0.411,
  "e_homo_ha": [0.038, 0.031]
}

---

No. 3
{
  "formula": "C16H14Cl2O3RuS2",
  "method": "wB97M-V/def2-TZVPD",
  "symbols": ["Ru", "C", "C", "C", "C", "C", "C", "C", "H", "H", "H", "H", "H", "H", "H", "H", "Cl", "C", "C", "C", "Cl", "C", "O", "C", "C", "O", "C", "H", "H", "H", "C", "O", "C", "S", "S", "H", "H", "H"],
  "coordinates": [[-0.13706, -0.15259, 0.40130], [2.33998, -0.12513, -1.97512], [1.07697, -0.79932, -1.53131], [1.08716, -1.84229, -0.62135], [-0.10920, -2.37082, -0.09570], [-1.35010, -1.86603, -0.53615], [-1.37854, -0.84406, -1.51946], [-0.18444, -0.31921, -1.97539], [3.15526, -0.84163, -2.06522], [2.62775, 0.63884, -1.24897], [2.20221, 0.37144, -2.93401], [2.03311, -2.18674, -0.22273], [-0.07444, -3.12624, 0.67561], [-2.26832, -2.21719, -0.09155], [-2.31560, -0.40706, -1.83153], [-0.20395, 0.54477, -2.62833], [3.09898, 5.30288, 3.89355], [2.37855, 4.18671, 2.79105], [1.85376, 4.66043, 1.58212], [1.27521, 3.80656, 0.67836], [0.66275, 4.41507, -0.80994], [1.14924, 2.42621, 0.95179], [0.57847, 1.67476, 0.05642], [1.70601, 1.96511, 2.16282], [1.78570, 0.59161, 2.49154], [1.24660, -0.38032, 1.91741], [2.32355, 2.85564, 3.07053], [1.90314, 5.71760, 1.35551], [2.43313, 0.32223, 3.33012], [2.74336, 2.47522, 3.99346], [-5.22090, 0.05317, 0.40828], [-3.90532, -0.18515, 0.96259], [-3.04189, 0.82463, 0.93555], [-3.27499, 2.30838, 0.32103], [-1.58994, 0.48759, 1.93040], [-5.75695, -0.87862, 0.54956], [-5.14053, 0.31378, -0.64510], [-5.69703, 0.86854, 0.94575]],
  "forces_ev_per_angstrom": [[1.3, -0.8, -1.5], [0.1, 0.0, 0.0], [0.2, 0.2, -0.3], [0.3, -0.2, 0.2], [-0.7, 0.0, 0.3], [0.3, 0.0, 0.3], [-0.4, 0.0, 0.5], [0.0, 0.7, 0.1], [0.0, 0.0, 0.0], [0.0, 0.0, 0.0], [0.0, 0.0, 0.0], [0.0, 0.0, 0.0], [0.0, -0.1, -0.1], [-0.1, -0.1, 0.0], [0.0, -0.1, -0.1], [0.0, 0.0, 0.0], [0.0, 0.0, 0.0], [0.0, 0.0, 0.1], [-0.1, 0.1, -0.1], [0.0, 0.2, 0.1], [0.0, 0.0, 0.0], [-0.1, 0.0, -0.3], [-0.2, -0.1, 0.3], [0.0, 0.0, 0.3], [0.1, -0.4, 0.0], [-0.5, 0.4, 0.1], [0.1, 0.1, 0.1], [0.0, 0.0, 0.0], [0.0, 0.0, 0.1], [0.0, 0.0, 0.0], [0.1, -0.1, 0.0], [0.3, 0.2, -0.1], [-0.5, 0.3, 0.6], [0.2, -0.3, -0.1], [-0.5, -0.1, -0.1], [0.0, 0.0, 0.0], [0.0, 0.0, 0.0], [0.0, 0.0, 0.0]],
  "mulliken_spin": [0.427, -0.002, 0.022, -0.020, 0.022, 0.009, 0.012, -0.020, 0.000, 0.000, 0.000, 0.003, 0.001, 0.003, -0.001, 0.000, 0.001, 0.006, -0.004, 0.016, 0.001, -0.014, 0.046, 0.013, -0.016, 0.011, -0.006, 0.000, 0.000, -0.001, -0.001, 0.002, -0.025, 0.073, 0.442, 0.000, 0.000, -0.001],
  "charge": 1,
  "multiplicity": 2,
  "orbital_gap_ha": [0.2687, 0.2161],
  "energy_ha": -2655.2241,
  "e_above_lowest_ev": 0.000,
  "e_homo_ha": [-0.413, -0.413]
}

---

No. 4
{
  "formula": "C16H14Cl3F7NO6",
  "method": "wB97M-V/def2-TZVPD",
  "symbols": ["C", "C", "O", "C", "O", "C", "C", "C", "C", "O", "F", "C", "C", "C", "N", "C", "O", "C", "F", "F", "C", "F", "F", "C", "F", "F", "C", "O", "O", "H", "H", "H", "H", "H", "H", "H", "H", "H", "H", "H", "H", "H", "C", "Cl", "Cl", "Cl", "H"],
  "coordinates": [[0.01311, -0.23181, -3.28993], [0.27934, -1.24354, -2.18159], [0.77600, -2.42057, -2.83300], [1.35789, -0.74454, -1.19941], [0.95146, -0.63402, 0.21038], [-0.15208, 0.06982, 0.44992], [-1.33462, -0.57745, 0.78379], [-1.24305, -2.08240, 0.92503], [-2.38869, -2.67338, 1.71093], [-2.82778, -2.23178, 2.71711], [-2.85266, -3.81101, 1.16951], [-2.49311, 0.17204, 0.99057], [-2.40696, 1.56412, 0.88211], [-1.22634, 2.16128, 0.57589], [-0.10407, 1.42433, 0.37549], [1.13381, 2.17798, 0.10442], [1.53980, 2.35062, -0.99134], [1.83535, 2.82259, 1.33535], [2.67160, 3.75827, 0.94030], [0.81474, 3.44154, 2.00233], [2.48545, 1.86292, 2.36987], [2.52830, 2.54843, 3.51819], [1.69339, 0.79711, 2.57758], [3.96394, 1.38567, 2.07023], [4.81403, 2.07245, 2.80718], [4.02960, 0.08378, 2.49831], [4.39111, 1.37616, 0.58967], [4.97936, 2.29893, 0.12414], [4.08487, 0.27984, -0.11770], [-0.08686, 0.78220, -2.89897], [-0.93792, -0.48946, -3.75486], [0.80611, -0.29156, -4.03274], [-0.66302, -1.51998, -1.70303], [0.46025, -3.18555, -2.34204], [1.78636, 0.18001, -1.57618], [2.16123, -1.47638, -1.20630], [-0.34965, -2.28939, 1.52261], [-1.11059, -2.61699, -0.01126], [-3.42329, -0.29865, 1.25764], [-3.28651, 2.16830, 1.05225], [-1.15714, 3.23769, 0.51384], [3.89356, -0.46783, 0.46960], [-5.09643, -2.06403, -1.68216], [-6.47024, -1.43941, -0.78803], [-5.17949, -1.64129, -3.38048], [-3.57765, -1.44246, -0.96474], [-5.08250, -3.14257, -1.59047]],
  "forces_ev_per_angstrom": [[-0.6, -0.2, 0.3], [0.3, -0.3, -0.5], [-0.2, 0.1, 0.3], [0.2, -0.5, -0.7], [0.1, 0.5, -0.2], [0.1, -0.1, -0.3], [-0.2, -0.3, 0.2], [0.1, -0.2, 0.5], [-0.1, 0.2, 0.2], [-0.1, -0.2, -0.3], [0.2, 0.1, 0.1], [1.1, 0.5, 0.3], [-0.6, -0.4, 0.0], [-0.2, 0.3, 0.1], [-0.5, 0.2, 0.1], [1.2, 0.0, -0.4], [-0.4, -0.1, 0.2], [-1.2, 0.0, 0.5], [0.4, -0.1, -0.2], [-0.1, -0.1, 0.0], [0.8, 0.5, 0.6], [0.0, 0.0, 0.0], [-0.3, -0.1, -0.5], [-0.3, -1.1, 0.1], [0.0, 0.5, -0.2], [-0.2, 0.0, 0.0], [0.9, 0.6, -0.4], [-0.4, -0.1, 0.1], [-0.2, -0.1, 0.2], [0.2, 0.0, 0.0], [0.1, 0.0, -0.2], [0.0, 0.1, 0.0], [0.0, 0.4, 0.3], [0.1, -0.2, -0.1], [-0.1, 0.2, 0.4], [-0.1, -0.1, 0.3], [0.0, -0.1, 0.0], [-0.1, 0.2, -0.1], [0.0, 0.0, 0.2], [0.1, 0.1, -0.1], [0.3, 0.0, -0.1], [0.0, 0.0, 0.0], [-0.2, 0.0, -0.1], [0.0, 0.0, 0.0], [0.0, 0.0, 0.0], [-0.4, -0.3, -0.8], [0.1, 0.0, 0.0]],
  "lowdin_charge": [-0.013, -0.386, -0.016, -0.056, 0.012, -0.220, -0.138, -0.055, -0.488, 0.192, 0.116, -0.026, 0.028, 0.025, 0.140, -0.200, 0.264, -0.354, 0.219, 0.137, -0.332, 0.183, 0.165, -0.342, 0.203, 0.120, -0.425, 0.211, 0.154, 0.078, 0.088, 0.103, 0.104, 0.099, 0.106, 0.139, 0.156, 0.110, 0.098, 0.138, 0.159, 0.128, -1.485, 0.575, 0.575, 0.688, 0.024],
  "charge": 1,
  "orbital_gap_ha": 0.3299,
  "energy_ha": -3203.6492,
  "e_homo_ha": -0.508
}